# 1
Below is a molecular structure, C21H58Ag3N5O6, with properties calculated with ωB97M-V/def2-TZVPD.

Properties
Charge: +2
F_max: 2.12 eV/A
E_HOMO: -12.6 eV
Energy above the lowest of the compared OMol25 structures with the same formula, charge and spin: 1.082 eV

```
93
C21H58Ag3N5O6, DFT ωB97M-V/def2-TZVPD
Ag -0.44794 -3.98766 -1.60957
Ag -0.73651 -1.51703 -4.42536
Ag 2.65322 -1.76716 -2.98537
O -4.92760 -4.40393 1.42441
O 1.94367 0.59753 3.51175
O -4.19961 0.86730 0.43551
O 4.00932 -1.37999 -1.01305
O 1.61333 3.42210 -5.48754
O 0.23395 -1.55543 -2.21616
N -4.46314 2.38249 2.82152
N 3.58782 -0.29098 6.68420
N 4.89002 -0.82872 -3.38536
N 0.02913 0.90568 -4.48737
N -2.77034 -4.39229 -0.39226
C 3.86192 -2.21075 0.10992
C 3.07012 2.01229 6.00944
C -3.34248 1.45240 2.69155
C 4.40034 1.40071 -2.64660
C -3.33489 -2.11439 -1.02473
C 0.39237 -0.77153 -1.04402
C -3.28215 1.47397 -0.46500
C 5.12199 -0.45537 -0.98197
C 0.94253 3.24547 -4.26215
C -4.84448 -3.33280 0.52787
C -3.13704 0.76111 4.05766
C -6.25303 -4.85768 1.73024
C -3.64971 0.40727 1.64043
C 2.97365 0.15199 4.36423
C 1.79865 4.76330 -5.90312
C -3.39888 -3.17383 0.08080
C -1.28916 2.57351 -3.37776
C 5.25332 0.18443 -2.39690
C -0.29683 2.33989 -4.49222
C 1.67483 -0.24312 2.43809
C 2.73889 0.54451 5.81787
H -0.70483 2.70786 -5.43147
H -3.89557 1.67359 -1.34745
H -4.11034 0.37237 4.35347
H 0.42930 0.63961 -3.58928
H -4.79049 2.54040 1.86522
H 3.61899 0.16251 7.59197
H -1.99745 1.73623 -3.34352
H -6.77414 -5.05102 0.78817
H -2.96453 -4.59907 -1.37743
H -4.16922 3.30046 3.13276
H 3.08699 -1.16366 6.82042
H -5.22176 -2.39855 0.95528
H -2.49066 -0.10517 3.86882
H -2.46007 2.06215 2.43173
H 0.01366 -1.29933 -0.16283
H -2.36622 0.96180 -0.76388
H -4.38675 -0.25490 2.11058
H 4.73846 -2.82402 0.34070
H -0.91986 2.50687 -2.34815
H -6.73153 -4.12045 2.37126
H 1.45378 -0.57098 -0.85469
H 5.94533 -0.96861 -0.48522
H 3.76220 -1.64115 1.04871
H 2.73070 2.60101 5.15651
H 0.75860 0.77810 -5.19150
H 1.66749 2.84279 -3.54198
H 3.97583 0.51529 4.08898
H -3.05344 2.50435 -0.16906
H 0.65744 -0.14158 2.06607
H 4.46597 2.18199 -1.89364
H -3.24758 -5.22296 -0.02890
H -2.81583 -2.76446 0.90892
H 5.08665 -0.71452 -4.37181
H 2.90351 -2.72388 0.04516
H 0.86434 5.25846 -6.18893
H -2.77563 -0.24784 1.51344
H -3.90857 -2.54502 -1.85269
H 2.49531 4.76627 -6.73458
H -5.46247 -3.56616 -0.35345
H 4.14671 2.14187 6.14692
H -1.84152 3.49810 -3.53551
H -2.35340 -1.70248 -1.29070
H 6.27040 0.59215 -2.44388
H 4.52159 1.78827 -3.66040
H 4.77081 0.33276 -0.30802
H 1.69339 0.37891 6.10557
H -6.10211 -5.82653 2.19826
H 5.32520 -1.71036 -3.12161
H -0.08878 0.21156 -1.07592
H 1.69772 -1.29266 2.78106
H 2.61600 2.46102 6.89562
H 2.18391 5.39051 -5.09207
H 0.58522 4.21156 -3.89026
H 3.34401 1.08902 -2.71644
H 3.11896 -0.92888 4.21821
H -2.71573 1.41217 4.81572
H -3.81971 -1.14963 -0.84233
H 2.42446 -0.28943 1.63910
```

Atomic partial charges in e from the Löwdin method, atoms 1 to 5: 0.784 0.771 0.767 -0.202 -0.156



# 2
Below is 5 unconnected molecules or ions with the total composition C21H58BN5O7P, with properties calculated with ωB97M-V/def2-TZVPD.

Properties
Charge: -1
F_max: 3.20 eV/A
E_HOMO: -4.4 eV

```
93
C21H58BN5O7P, DFT ωB97M-V/def2-TZVPD
P -7.09202 -0.17373 0.55021
O 5.50019 -4.25215 1.28105
O -2.14290 -1.16336 0.32008
O 5.28718 0.28489 -1.53267
O -4.76206 7.20189 2.06957
O 0.23320 2.37223 -0.76652
O -7.14862 0.65007 1.86670
O -4.71233 -0.51525 -2.55430
N -4.31046 -0.65589 1.17697
N 7.15335 -1.85362 -1.05756
N 4.25747 -5.15905 3.71577
N 1.38400 2.75346 -3.37551
N -3.65653 4.57229 1.65676
C 7.50771 -1.13181 -3.35725
C 5.83142 1.37535 -2.25525
C 2.03843 1.86833 -2.40375
C -6.07872 7.35878 1.57094
C 1.76094 0.41918 -2.78977
C 3.96750 -5.83644 2.44626
C 5.18998 -0.92558 -2.27238
C -0.48737 1.15187 -0.62505
C -3.16791 -1.49450 0.93369
C 4.24477 -4.92040 1.23815
C -4.75659 0.24820 -1.30455
C 6.50621 -1.72126 -2.36822
C -3.93804 0.70051 1.66794
C 1.62865 2.21159 -0.95845
C -6.03126 -0.82522 -2.98780
C 4.73390 -7.15527 2.40337
C -4.64669 6.29341 3.15895
C -3.28786 -2.99478 1.47424
C 6.60459 -5.03966 0.86732
C -5.96947 4.24422 2.35612
C -4.60711 4.80667 2.75212
B -5.27397 -0.62841 -0.00597
H 4.69141 -7.60280 1.40668
H 0.70752 0.23567 -3.00368
H 5.19947 -4.77611 3.64646
H 1.65562 3.71384 -3.17654
H 3.12038 2.02010 -2.47863
H 2.07247 3.18002 -0.70495
H -3.87696 5.23739 0.91673
H -5.36248 -1.77035 -0.39760
H -7.81936 0.44449 -0.53194
H -7.74083 -1.43977 0.84493
H -5.42878 6.48500 3.90485
H 2.03625 1.48658 -0.24253
H 2.90101 -6.08334 2.42735
H -3.77299 0.79093 -1.12884
H 4.29694 -7.86868 3.10613
H 7.37810 -4.36366 0.49859
H 6.51778 -2.34214 -0.42829
H -2.72801 4.85344 1.96511
H 4.75944 -0.73896 -3.26403
H -3.69411 6.53552 3.64039
H -4.49139 1.54581 1.15341
H -3.13101 -3.74266 0.64643
H -6.28013 6.61832 0.79435
H 5.44976 2.29623 -1.81090
H -6.03699 -1.08770 -4.09719
H 2.07320 -0.26537 -1.99680
H 8.02159 -0.25465 -2.96154
H 7.21863 -0.91900 -0.65637
H -5.94329 3.15140 2.35743
H 0.09478 0.38987 -0.10072
H -4.27069 0.74727 2.75978
H -6.82962 7.29389 2.36351
H -2.81516 0.84180 1.66671
H -5.52298 1.08406 -1.49281
H 6.33934 -5.73416 0.06499
H 4.12664 -5.45897 0.28952
H 5.78248 -7.04066 2.68183
H 5.54453 1.35446 -3.31064
H 6.91928 1.39019 -2.15603
H 6.25282 -2.72475 -2.72658
H -2.59689 -3.12111 2.35269
H -0.80374 0.78418 -1.60295
H 3.66665 -4.33354 3.78810
H -1.38804 1.35581 -0.04716
H -6.27666 4.54993 1.35462
H 8.27899 -1.86778 -3.59744
H 2.31676 0.15518 -3.69393
H -4.35418 -3.14698 1.84160
H -6.76939 0.02827 -2.85097
H -6.14705 8.34549 1.10856
H 7.02210 -5.58153 1.71883
H -6.46985 -1.73628 -2.46059
H 7.01698 -0.84818 -4.29224
H -4.26703 4.23992 3.62563
H 3.49180 -4.12724 1.23892
H -6.74430 4.55737 3.06170
H 0.38488 2.73832 -3.17287
H 4.46474 -1.54091 -1.73230
```

Atomic partial charges in e from the Löwdin method, atoms 1 to 5: 0.724 -0.202 0.021 -0.193 -0.197



# 3
Below is a molecular structure, C21H58InO18P4, with properties calculated with ωB97M-V/def2-TZVPD.

Properties
Charge: -1
F_max: 7.50 eV/A
E_HOMO: -4.4 eV

```
102
C21H58InO18P4, DFT ωB97M-V/def2-TZVPD
In -3.23420 1.04028 0.47225
P 5.76358 2.16519 -6.75011
P 4.34972 -5.08821 2.84446
P 4.29583 0.25063 -0.02053
P -8.17150 -1.82632 2.49503
O 3.18331 1.47053 -0.08169
O 4.27439 1.98198 -7.50409
O -6.71760 -1.20691 2.03374
O 5.12732 2.11461 -5.27980
O 4.02208 -3.82043 1.92873
O 5.88129 -4.48300 3.08962
O -4.14177 1.68752 -1.33580
O 4.11121 0.07567 -1.61181
O -2.49297 2.25973 3.71241
O -9.21828 -2.87258 3.30538
O 5.80640 -0.48528 -0.05882
O 3.79216 -4.99342 4.23574
O 7.07153 2.97548 -6.12800
O 6.40788 0.87618 -7.17046
O 3.55660 -0.77833 0.78183
O -9.05518 -0.61604 2.42161
O -8.19980 -2.71443 1.14984
O 3.15200 -6.03537 2.14011
C -9.40659 -3.30569 0.69826
C 4.22109 2.37289 -8.88344
C 6.64259 -0.24563 1.08234
C 2.67001 -3.46913 1.60747
C -1.51517 1.37085 4.21614
C 8.12773 3.27032 -7.04792
C 6.71795 -5.22953 3.97695
C -1.95894 4.11579 2.15957
C 3.28603 -7.44986 2.32665
C -5.53102 1.50910 -1.14823
C -9.21842 -2.75426 4.73220
C 4.06752 1.20869 -4.97391
C 2.80942 2.06021 1.17347
C -2.04259 3.59246 3.61174
C -1.02381 1.44129 0.47090
C -6.33745 2.71244 -1.63219
C 4.54336 -1.10654 -2.27193
C -0.59686 3.81276 1.47939
C -6.15121 -0.19450 2.88908
C -6.31173 2.80758 -3.19068
C -0.71870 2.96220 0.17058
H -7.37735 2.55152 -1.30323
H 8.80604 3.96935 -6.56211
H -3.55570 -0.74076 0.53843
H 7.73210 -4.84454 3.88166
H -0.50267 1.21567 1.41368
H -9.55090 -1.75664 5.02955
H 4.23443 -7.80406 1.91839
H 0.23738 2.94589 -0.37452
H -4.16754 1.80405 1.77577
H -1.58227 1.35318 5.31510
H 4.20561 0.24545 -5.46648
H -6.69972 0.73925 2.77838
H -1.79751 0.36718 3.87281
H -0.58643 0.79409 -0.29951
H 6.71899 -6.28991 3.72289
H 2.65970 -2.41312 1.33498
H 6.82450 0.82317 1.20764
H -8.22076 -2.94023 5.13414
H 2.17537 1.37666 1.73722
H -1.10757 3.78842 4.15685
H 2.47133 -7.94139 1.79978
H -9.57240 -4.25528 1.20874
H -5.73955 1.40357 -0.06417
H 3.20242 2.23365 -9.23731
H 6.17467 -0.64637 1.98458
H -5.64213 3.62899 -3.46155
H -7.31608 2.98236 -3.58548
H 4.89696 1.75449 -9.47876
H 4.35546 -2.00030 -1.67610
H 3.11322 1.64528 -5.26463
H 6.38510 -5.09737 5.00658
H 0.11164 3.40183 2.20928
H 7.74306 3.72876 -7.95898
H -5.11757 -0.03240 2.58680
H -2.79777 3.79203 1.54299
H 3.99620 -1.19267 -3.20896
H 3.69197 2.31892 1.75944
H 4.05380 1.05329 -3.89770
H -0.17876 4.77988 1.15679
H 4.49286 3.42353 -8.99603
H 2.23928 2.96306 0.96640
H -6.16719 -0.51439 3.93262
H -2.80963 4.21532 4.10412
H -9.30238 -3.50208 -0.36798
H -6.01843 3.63936 -1.14642
H 2.33163 -4.05146 0.75048
H -1.53689 3.31897 -0.46324
H -9.90430 -3.49612 5.13681
H -0.50513 1.55797 3.83705
H 2.00074 -3.62713 2.45378
H 3.22983 -7.69930 3.38910
H -10.25995 -2.64373 0.85137
H 8.67454 2.36044 -7.29483
H -5.89406 1.86883 -3.56067
H -2.04936 5.20869 2.25823
H 7.59338 -0.74782 0.91903
H 5.60557 -1.02990 -2.50432
H -5.83501 0.55496 -1.61453
```

Atomic partial charges in e from the Löwdin method, atoms 1 to 5: 0.562 0.568 0.568 0.604 0.569



# 4
Below is 8 unconnected molecules or ions with the total composition C21H58O8, with properties calculated with ωB97M-V/def2-TZVPD.

Properties
F_max: 3.12 eV/A
E_HOMO: -9.3 eV
SMILES: CC(C)O.CC(C)O.CC(C)O.CC(C)O.CC(C)O.CC(C)O.CC(C)O.O
Energy above the lowest of the compared OMol25 structures with the same formula, charge and spin: 1.219 eV

```
87
C21H58O8, DFT ωB97M-V/def2-TZVPD
O -2.12103 0.24782 -2.89667
O 0.81629 1.56032 -2.57367
O -3.40402 -2.84386 0.85526
O -1.70751 1.66498 2.74737
O 2.96711 2.31823 -0.32107
O 1.41186 -0.63405 -0.09627
O 0.25574 -0.72763 2.39197
O 1.12805 -2.30862 -2.47129
C -2.19747 3.84088 1.98028
C 1.18279 1.30191 -3.93312
C -1.06415 2.98019 2.43469
C 5.16897 3.36295 0.11165
C -0.66858 -1.89496 4.26489
C -3.57440 0.23347 -0.91246
C 2.27582 -4.12063 -3.48952
C -4.31279 -1.36660 2.51077
C 2.67516 1.24218 -3.98574
C 4.39338 2.09509 -0.33791
C 4.70881 0.84933 0.51862
C -2.76633 2.30201 -2.04081
C 0.64276 2.48791 -4.70755
C -3.18934 0.86693 -2.29298
C -4.02636 -2.87803 2.11343
C 1.60389 -4.25769 -1.07843
C 0.56495 -1.68902 3.37080
C -5.30555 -3.67564 1.99581
C -0.00739 2.64549 1.40511
C 1.74038 -1.14229 4.15566
C 2.06138 -3.37116 -2.23801
H -0.19597 0.07675 2.75881
H 4.43493 0.93154 1.52468
H 1.61283 0.32747 -0.10268
H -0.63780 3.32659 3.41024
H -0.87342 -0.91868 4.75778
H 2.85924 -5.02309 -3.31753
H 4.17270 -0.02123 0.06876
H 3.04749 0.24186 -3.68217
H 1.23522 3.37669 -4.37459
H -3.54641 2.77708 -1.43380
H 3.00121 -2.93878 -1.92475
H 0.86438 2.42449 -5.75683
H -2.71460 0.36345 -0.26494
H -4.03926 0.85352 -2.96552
H -2.52499 -2.44230 0.98810
H -2.61537 2.91569 -2.92553
H -3.06755 3.80046 2.62282
H 2.36932 -4.96795 -0.80549
H -5.06088 -0.97320 1.82558
H 0.71819 1.92643 1.83701
H 5.76197 0.66658 0.41329
H 1.36447 -3.65944 -0.16822
H -4.42553 0.81703 -0.52170
H 2.44388 -0.61616 3.52377
H 2.63097 2.45846 -1.20719
H -1.51733 -2.26686 3.66598
H -4.56934 -1.22256 3.59812
H -1.82917 2.34793 -1.45684
H 0.95913 -0.80022 0.78417
H 2.70846 -3.58267 -4.33268
H -5.79083 -3.52506 2.94827
H -0.59406 2.12331 0.63818
H 6.22540 3.12285 0.09975
H 4.96284 4.24994 -0.48863
H -2.36559 -0.69759 -2.88219
H 0.79704 0.33094 -4.27633
H 4.94701 3.61462 1.16807
H 2.31855 -1.78899 4.77565
H 0.77867 -4.90117 -1.34840
H 1.40842 -0.26686 4.70526
H 3.10922 1.96141 -3.32620
H 3.00371 1.37322 -5.01740
H -2.03615 4.90399 1.80797
H -0.08049 1.22289 -2.45278
H -2.64742 3.50349 1.01870
H 1.23861 -1.74042 -1.64192
H -0.45449 2.60237 -4.49124
H 4.71495 2.02308 -1.35619
H 1.25827 -4.47591 -3.81001
H -2.00618 1.75081 3.65415
H -0.39610 -2.63842 5.04262
H -5.94320 -3.27826 1.19443
H -3.80737 -0.86261 -0.94142
H -3.37871 -0.77079 2.39481
H 0.46801 3.53546 0.95410
H -3.37335 -3.36498 2.85722
H -5.04258 -4.72551 1.92578
H 0.86662 -2.57015 2.82825
```

Atomic partial charges in e from the Löwdin method, atoms 1 to 5: -0.038 -0.071 -0.064 -0.101 -0.070



# 5
Below is 6 unconnected molecules or ions with the total composition C21H59N7O6, with properties calculated with ωB97M-V/def2-TZVPD.

Properties
F_max: 2.22 eV/A
E_HOMO: -9.3 eV
SMILES: COC[C@H](C)N.COC[C@H](C)N.COC[C@H](C)N.COC[C@H](C)N.COC[C@H](C)N.NC(N)=O
Energy above the lowest of the compared OMol25 structures with the same formula, charge and spin: 1.638 eV

```
93
C21H59N7O6, DFT ωB97M-V/def2-TZVPD
O 26.14708 21.81249 -4.18984
O 28.04716 29.57898 2.56016
O 25.10253 24.76564 8.55568
O 27.46521 26.90370 -5.21069
O 24.12570 28.04603 2.93258
O 21.39512 28.53099 -2.10578
N 25.21375 26.88555 -4.79388
N 18.35553 26.41926 -2.11378
N 24.00828 27.31197 -0.73378
N 26.66678 27.73889 -3.23598
N 28.25643 24.81905 10.56367
N 27.97529 31.04888 4.98343
N 24.90346 24.69649 -2.27175
C 26.52862 27.19178 -4.48024
C 23.93210 27.25525 1.76415
C 25.82469 21.12554 -5.36741
C 24.45183 27.89535 0.50659
C 25.36058 22.96228 -3.92959
C 22.04590 29.32389 -3.08658
C 25.60113 23.41990 -2.48245
C 24.70007 25.40788 7.36521
C 24.13959 27.39429 4.16491
C 20.06933 28.18262 -2.51853
C 26.87897 24.45991 10.15760
C 26.82894 30.14455 2.97998
C 26.47951 25.00162 8.81118
C 25.98299 24.94190 11.29431
C 25.49978 31.06868 4.82991
C 19.68946 26.92934 -1.77679
C 24.06184 29.35878 0.47154
C 20.69750 25.79560 -2.04760
C 25.16080 22.44966 -1.41158
C 26.78518 30.35003 4.50295
C 28.03632 29.01453 1.28930
H 24.10826 22.47480 -1.13018
H 26.30849 24.58990 12.27038
H 24.53258 29.92556 -0.33453
H 22.24338 28.70221 -3.96254
H 24.56369 27.25755 -4.12430
H 24.19630 29.85106 1.43209
H 23.95557 24.71343 -2.64368
H 25.54839 27.89219 0.52343
H 22.84795 27.10332 1.65236
H 23.63003 25.29750 7.21625
H 21.50519 30.23429 -3.35953
H 24.31629 22.78226 -4.22171
H 20.75659 25.50880 -3.10240
H 26.68824 26.08111 8.80598
H 25.71566 23.74571 -4.61540
H 25.29069 30.96738 5.89759
H 25.55661 21.82564 -6.17647
H 25.90998 26.03462 11.35098
H 24.98699 20.42791 -5.30454
H 29.02499 29.08726 0.83423
H 25.59963 32.12127 4.56527
H 26.67814 29.33892 4.91100
H 24.98480 26.59182 -5.72141
H 17.68565 26.98044 -1.58349
H 28.68089 31.09595 4.25329
H 26.51086 30.98980 2.34696
H 21.69347 26.03315 -1.67977
H 19.48610 29.06037 -2.21658
H 28.32648 25.81503 10.75907
H 28.84741 24.66484 9.74375
H 24.99962 26.46411 7.40160
H 28.44975 30.46906 5.66995
H 27.59158 27.99695 -2.93977
H 24.30669 26.24851 1.97988
H 25.99784 27.73899 -2.47790
H 23.41630 26.57397 4.22796
H 25.15419 27.04607 4.40855
H 24.16936 26.34580 -0.98544
H 25.19273 21.44215 -1.85786
H 26.75398 20.69437 -5.73822
H 26.67366 23.60592 -2.46420
H 25.25575 24.97105 6.52095
H 19.71371 27.06622 -0.68405
H 20.38726 24.86984 -1.55549
H 25.28091 25.51360 -2.73963
H 24.93660 24.64854 11.16880
H 22.98799 29.67613 -2.66500
H 27.28878 29.44329 0.61217
H 23.90557 28.11944 4.94873
H 24.65378 30.60259 4.31959
H 25.98852 29.48203 2.71923
H 19.91963 27.95961 -3.58130
H 26.88903 23.36627 10.18624
H 27.02940 24.52763 7.98748
H 18.24021 25.51741 -1.66088
H 23.10962 27.60567 -1.09129
H 27.81944 27.93563 1.27354
H 25.83853 22.37609 -0.56525
H 22.99522 29.47403 0.23201
```

Atomic partial charges in e from the Löwdin method, atoms 1 to 5: -0.192 -0.170 -0.190 0.025 -0.226